Molecular formula: C22H37ClP2Sr
Method: DFT, wB97M-V/def2-TZVPD

Geometry as XYZ:
```
63
Properties=species:S:1:pos:R:3:forces:R:3
P -1.729 0.300 -1.884 2.400 -1.335 0.374
P -1.006 -2.381 1.417 0.635 0.410 0.058
C -1.595 -1.472 -1.393 -0.592 -1.078 0.471
C -2.166 -1.927 0.002 -0.979 -0.115 -0.118
H -0.528 -1.769 -1.444 -0.230 0.684 -0.036
H -2.098 -2.040 -2.210 0.097 0.342 0.642
H -2.852 -1.113 0.311 0.151 -0.465 0.247
H -2.800 -2.809 -0.165 -0.050 0.432 -0.108
C -1.002 -4.215 1.434 -0.526 0.044 0.385
H -0.110 -4.564 1.988 -0.424 0.175 -0.443
H -0.989 -4.567 0.401 0.042 -0.287 0.189
H -1.907 -4.538 1.981 0.306 -0.359 -0.475
C -1.973 -2.131 2.959 -0.891 -0.269 0.300
H -2.830 -2.823 3.028 0.042 0.439 0.012
H -2.299 -1.085 3.109 0.172 -0.276 -0.080
H -1.360 -2.385 3.838 0.152 0.251 -0.476
C -1.976 0.261 -3.649 -0.424 0.230 -0.751
H -1.278 0.966 -4.116 -0.244 -0.107 0.057
H -3.002 0.533 -3.919 0.151 -0.035 -0.010
H -1.776 -0.744 -4.043 0.025 0.297 0.213
C -2.741 1.482 -1.032 -0.947 0.814 0.153
H -2.726 1.378 0.060 0.053 -0.334 -0.178
H -3.785 1.573 -1.368 0.305 -0.461 0.104
H -2.303 2.473 -1.205 0.208 -0.200 -0.174
Sr -4.826 -0.104 2.021 1.806 1.054 0.603
C -5.966 -2.206 2.264 -0.622 -0.358 1.782
C -5.080 -2.937 1.510 0.085 -1.150 -0.451
C -5.445 -3.609 0.219 -0.296 0.183 -1.270
C -6.066 -2.611 -0.790 -0.355 -1.144 0.051
C -5.419 -1.267 -0.768 1.280 -1.404 -1.019
C -5.948 -0.167 -0.212 -1.558 3.036 0.315
C -7.142 -0.219 0.750 -0.494 -0.154 0.324
C -7.204 -1.419 1.801 -0.522 -0.156 0.421
C -0.045 0.857 -1.594 -0.708 -0.027 -0.512
H -5.925 -2.327 3.371 -0.007 0.108 -0.860
H -4.306 -3.532 2.014 -0.455 0.472 0.292
H -6.144 -4.457 0.392 0.130 0.273 0.074
H -4.576 -4.095 -0.259 -0.067 0.345 0.278
H -5.999 -3.035 -1.805 0.054 0.100 0.195
H -7.151 -2.535 -0.622 0.266 0.126 0.097
H -4.608 -1.135 -1.496 -0.237 0.037 0.174
H -5.848 0.841 -0.672 0.132 -0.750 0.217
H -8.091 -0.271 0.194 0.123 0.022 0.048
H -7.234 0.749 1.325 0.213 -0.668 -0.507
H -7.654 -0.999 2.734 0.157 -0.319 -0.661
H -7.927 -2.149 1.423 -0.049 0.164 -0.083
H 0.069 0.833 -0.517 0.507 0.141 0.340
H 0.021 1.842 -2.034 0.356 0.425 0.115
H 0.673 0.164 -2.040 -0.094 0.132 0.170
Cl 0.952 1.363 2.299 -0.935 0.004 0.372
C 2.418 1.070 1.465 1.773 0.210 -1.022
C 3.413 2.036 1.535 0.323 -0.656 -0.108
C 4.637 1.812 0.885 0.417 0.905 0.031
C 4.826 0.678 0.082 -0.436 -0.757 0.162
C 3.840 -0.302 -0.005 0.300 1.441 0.314
C 2.598 -0.137 0.695 -0.398 -0.225 0.146
C 1.594 -1.094 0.638 -0.673 0.211 0.599
H 3.264 2.936 2.135 0.020 -0.237 -0.149
H 5.452 2.546 1.005 -0.550 -0.419 -0.155
H 5.776 0.519 -0.437 -0.239 0.144 0.170
H 3.980 -1.201 -0.596 0.024 0.037 0.040
H 1.796 -2.029 0.126 -0.047 -0.203 0.101
H 0.786 -1.093 1.392 1.341 0.265 -0.993
```
Positions in Å, forces in eV/Å.

Summary:
Highest occupied orbital energy (alpha / beta)   -4.3 / -4.3 eV
Energy relative to the best compared isomer or geometry (same formula, charge and spin)   610.1 kJ/mol
Multiplicity   1
HOMO-LUMO gap (alpha / beta)   3.448 / 3.728 eV
Total charge   0